1.
Here is C26H43BF6NO8S4 as an isolated structure at a distorted geometry from the OMol25 dataset. Energies are from the ωB97M-V functional and the def2-TZVPD basis.

As for the charge: -1. As for the HOMO-LUMO gap: 8.14 eV. The multiplicity is 1.

XYZ file:
```
89
Properties=species:S:1:pos:R:3:forces:R:3
C 5.28332 2.35946 4.61092 0.01 -0.30 -0.24
C 6.04873 1.60453 3.49906 -0.39 0.33 0.45
C 5.11857 1.16311 2.35699 0.57 0.12 0.23
C 4.16111 0.02685 2.75754 0.03 0.89 -0.76
C 3.30422 -0.37665 1.54347 0.55 -0.50 0.24
C 2.54623 -1.71964 1.73821 -0.04 0.64 0.01
C 1.02983 -1.51754 1.93280 0.83 0.30 0.00
C 0.37040 -0.79243 0.72743 0.55 -0.77 0.36
C -0.84983 -1.45487 0.04248 -0.99 2.52 0.25
S -2.03593 -2.18448 1.29955 0.33 -0.45 0.18
O -0.58179 -2.32892 -0.98301 0.43 -0.17 0.34
C 0.56510 -3.16139 -0.84042 -0.04 -0.94 -0.09
B 0.42425 -4.38862 0.15782 0.03 0.20 0.72
O -0.79098 -4.95428 0.46465 0.09 0.37 -0.12
O 1.57883 -4.91136 0.76641 -0.03 0.04 -0.95
C -1.63897 -0.16207 -0.61752 -0.79 -1.49 -1.40
S -1.85405 -0.28596 -2.46035 0.73 0.12 -0.25
O -2.93813 0.01445 -0.11473 0.71 0.73 0.34
C -3.02640 1.09086 0.80408 -1.17 0.54 -0.03
C -2.70422 2.46934 0.16808 0.60 0.39 1.03
C -1.30467 2.97604 0.51639 -0.98 -0.45 -0.89
C -0.44313 3.24355 -0.52920 0.04 0.12 -1.04
C 0.85229 3.65934 -0.32135 0.02 -0.04 0.34
C 1.28819 3.79662 0.98618 1.58 0.73 -0.36
C 2.73257 4.22172 1.24394 -0.45 -0.95 -0.11
C 0.43624 3.55363 2.03183 -0.04 -0.10 0.82
C -0.86033 3.13646 1.80982 -0.15 -0.06 0.48
C -4.48901 1.08442 1.29778 1.05 -0.38 0.17
C -4.71772 1.83933 2.61473 -1.33 -0.59 0.21
C -3.82379 1.34682 3.77309 -0.32 0.66 0.15
C -6.21602 1.57590 3.02145 0.16 -0.22 -0.89
H 5.07425 3.38064 4.27353 0.05 -0.08 0.20
H 4.31929 1.88766 4.82782 0.15 0.03 0.03
H 5.85312 2.37782 5.54519 -0.06 0.19 -0.15
H 6.82067 2.29980 3.14665 -0.02 -0.31 -0.18
H 6.56156 0.73283 3.92596 -0.08 0.08 -0.11
H 4.57288 2.05052 2.00387 -0.02 -0.31 0.01
H 5.74640 0.82969 1.51874 -0.20 -0.01 0.05
H 3.51687 0.40682 3.55880 0.08 -0.46 0.11
H 4.77849 -0.81408 3.09411 -0.30 0.01 0.15
H 2.64188 0.45703 1.28092 0.00 -0.16 0.02
H 4.00859 -0.49683 0.70891 -0.21 0.11 0.00
H 2.76225 -2.35685 0.87589 -0.18 -0.10 0.25
H 2.96136 -2.20470 2.63036 -0.10 -0.13 -0.21
H 0.95050 -0.85745 2.80984 -0.25 -0.22 -0.05
H 0.56174 -2.46600 2.20850 -0.09 0.13 -0.23
H 0.13461 0.22578 1.05293 -0.31 -0.21 -0.12
H 1.13421 -0.66484 -0.05365 -0.23 0.05 0.00
H -1.65597 -1.48566 2.39203 0.05 0.02 -0.35
H 1.50721 -2.61845 -0.69683 -0.32 0.10 0.06
H 0.69305 -3.65002 -1.81785 -0.11 0.18 -0.10
H -0.91365 -4.97219 1.42504 -0.01 -0.37 -0.29
H 1.69546 -5.81242 0.43109 0.01 0.02 0.58
H -0.99612 0.71118 -0.49599 -0.21 -0.11 0.16
H -3.17800 -0.47662 -2.61527 0.17 -0.03 0.63
H -2.36054 0.92277 1.66606 -0.02 -0.05 -0.19
H -2.84169 2.48797 -0.91582 -0.09 -0.30 0.14
H -3.40244 3.19640 0.60516 -0.04 -0.14 -0.18
H -0.79473 3.11240 -1.55220 -0.01 -0.04 0.17
H 1.53660 3.86311 -1.13897 -0.16 -0.07 -0.01
H 2.81700 5.26605 1.55172 0.09 -0.13 -0.04
H 3.14299 3.54694 2.00627 0.02 0.48 0.08
H 3.31114 4.01601 0.33794 0.05 0.39 0.12
H 0.80995 3.67510 3.04747 -0.11 -0.03 -0.09
H -1.50650 2.92101 2.65680 0.01 0.06 -0.14
H -5.13119 1.47022 0.49761 0.02 -0.07 0.14
H -4.73389 0.02522 1.46308 -0.12 0.19 -0.04
H -4.65621 2.92165 2.45240 0.46 -0.14 0.13
H -2.92602 1.95760 3.90963 0.10 -0.38 -0.18
H -3.58681 0.28176 3.67825 0.13 0.18 -0.11
H -4.39377 1.46007 4.70268 0.20 -0.02 -0.05
H -6.78324 2.50268 3.14604 0.11 -0.15 0.35
H -6.71130 1.02878 2.20808 -0.02 0.16 0.13
H -6.29161 0.91821 3.89121 -0.03 0.32 0.07
C -1.60523 -3.74932 -5.08076 0.59 -0.53 0.30
F -2.49599 -3.69991 -4.08775 -0.06 0.16 -0.17
F -0.39346 -3.49050 -4.55675 -0.18 0.06 -0.04
F -1.57255 -5.01375 -5.53434 -0.10 0.17 -0.03
S -2.03131 -2.55687 -6.40802 -0.36 0.02 0.33
O -1.99202 -1.27119 -5.77013 0.27 0.07 0.01
O -3.31987 -2.98691 -6.87285 0.06 -0.21 -0.19
N -0.80734 -2.89321 -7.35785 -0.51 0.55 -0.22
S -0.71908 -2.08543 -8.71898 0.10 0.17 -0.40
O -0.38561 -0.69404 -8.60017 0.14 0.00 0.24
O -1.71004 -2.41305 -9.70491 -0.06 -0.26 0.08
C 0.82037 -2.87435 -9.33675 0.57 -0.55 0.16
F 0.67794 -4.20217 -9.48311 -0.08 0.20 -0.02
F 1.85351 -2.67843 -8.50036 -0.18 0.08 -0.10
F 1.16735 -2.37275 -10.52937 -0.20 0.09 0.10
```
Positions in Å, forces in eV/Å.


2.
Here is a 6-piece molecular cluster, C26H43Br10FN3S overall at a distorted geometry from the OMol25 dataset. Energies are from the ωB97M-V functional and the def2-TZVPD basis.

As for the charge: +1. As for the HOMO-LUMO gap: 7.86 eV. The multiplicity is 1. For the energy above the lowest of the compared OMol25 structures with the same formula, charge and spin, the calculation gives 0.000 eV.

XYZ file:
```
84
Properties=species:S:1:pos:R:3:forces:R:3
C 0.42101 -3.56295 -1.89082 -0.20 -0.14 0.82
C -0.30046 -2.62127 -1.70498 -0.63 -0.86 0.33
C -1.40878 -1.69213 -1.46679 0.79 0.49 -0.58
C -0.88531 -0.26080 -1.47542 -0.01 -0.16 0.12
C 0.41452 0.01553 -1.12004 -0.57 0.31 -0.30
C 0.84573 1.35270 -1.14664 0.90 -0.32 0.56
C 2.28462 1.69068 -0.80185 -0.33 0.73 -0.62
C 2.56216 3.19641 -0.76777 1.05 -0.55 -0.29
C 4.06663 3.47856 -0.84268 -0.92 -0.01 -0.03
F 2.03349 3.71452 0.40718 -0.22 0.21 -0.09
N 0.05618 2.35065 -1.46424 -0.11 -0.16 -0.04
N -1.17623 2.03980 -1.79919 -2.00 -0.64 0.30
N -1.94570 3.15933 -2.13760 2.08 1.14 0.00
C -2.17836 3.90742 -1.09832 -0.33 0.00 0.48
C -2.77646 3.37000 0.18524 0.58 0.07 -0.57
C -1.90461 5.37134 -1.14592 -1.08 0.19 -0.83
C -1.71276 0.82201 -1.84498 0.22 -0.55 0.31
C -3.12785 0.65533 -2.29737 0.27 0.39 -0.51
S -3.10275 0.77492 -4.13570 -0.13 -0.18 0.02
C -4.30124 2.06567 -4.56855 0.07 0.50 -0.12
C -3.72276 3.47238 -4.77386 -0.51 0.21 -0.27
H 1.08023 -4.41698 -1.80420 -0.71 0.67 -0.68
H -2.14256 -1.80674 -2.26602 -0.02 -0.11 0.06
H -1.88867 -1.92749 -0.51393 -0.05 0.10 0.00
H 1.09376 -0.78530 -0.85640 0.03 0.03 0.03
H 2.91342 1.30187 -1.60902 -0.09 -0.27 0.09
H 2.59938 1.21634 0.12860 -0.12 0.04 0.00
H 2.11764 3.68606 -1.63574 -0.44 0.03 0.25
H 4.21083 4.53063 -1.08247 0.19 0.03 0.32
H 4.45301 2.90757 -1.68729 0.27 -0.05 0.17
H 4.53084 3.19623 0.10046 0.27 0.04 -0.13
H -3.09498 4.19814 0.81318 0.26 -0.07 0.19
H -2.05410 2.73310 0.70191 -0.35 -0.02 0.20
H -3.67586 2.82309 -0.10338 0.12 -0.24 0.15
H -2.84970 5.92146 -1.24193 0.13 0.14 0.11
H -1.26016 5.63028 -1.98102 -0.04 -0.07 -0.02
H -1.44750 5.68212 -0.20522 -0.02 -0.22 0.07
H -3.50638 -0.32722 -2.04186 -0.06 0.10 0.24
H -3.76466 1.43401 -1.88602 -0.06 -0.04 -0.03
H -4.73203 1.73504 -5.51437 0.10 -0.26 0.07
H -5.12996 2.08914 -3.86043 0.09 -0.20 0.08
H -4.24379 3.93205 -5.61877 0.03 -0.01 0.03
H -2.66343 3.47679 -5.01861 0.03 -0.10 0.18
H -3.92153 4.12699 -3.92604 0.28 -0.11 0.12
Br 2.62356 -4.88269 -0.24865 0.80 -0.35 0.62
C 2.26925 -4.96201 1.66304 0.25 -0.03 -0.13
C 1.46986 -6.17879 2.03868 -0.22 0.09 0.07
Br -0.40717 -5.97186 1.55842 0.05 -0.02 -0.01
H 1.77404 -4.03398 1.92086 -0.05 -0.03 0.02
H 3.25031 -4.99001 2.13281 -0.01 -0.03 0.02
H 1.47716 -6.31804 3.11762 0.08 0.02 0.00
H 1.82126 -7.08492 1.55627 0.03 0.02 -0.02
Br 1.06126 -3.08467 4.49329 -0.04 0.00 0.09
C 0.13022 -4.55867 5.36683 0.00 -0.06 -0.20
C -1.21695 -4.13053 5.88060 -0.03 0.01 0.28
Br -1.06022 -3.07550 7.50621 -0.01 0.05 -0.07
H 0.78744 -4.92533 6.14863 -0.04 0.05 0.05
H 0.01652 -5.32211 4.59935 -0.08 0.04 -0.03
H -1.80954 -4.99994 6.15602 0.04 -0.04 -0.04
H -1.76728 -3.52792 5.16545 0.03 -0.03 -0.05
Br -2.88082 1.26674 4.18486 0.08 -0.03 -0.04
C -1.54961 2.41210 5.02506 -0.26 -0.03 0.05
C -1.33246 3.67125 4.23069 0.20 0.01 -0.05
Br -0.25952 3.32874 2.64205 0.17 0.09 0.05
H -0.64649 1.82037 5.13252 0.02 0.03 -0.02
H -1.94912 2.64700 6.00899 0.00 0.03 -0.01
H -0.76515 4.39806 4.80768 0.01 -0.04 0.02
H -2.25972 4.12379 3.89438 -0.04 -0.04 0.05
Br 0.81603 -5.68737 -6.40845 -0.05 0.03 0.08
C 0.07832 -3.89826 -6.59291 0.08 -0.20 -0.16
C 1.10853 -2.84141 -6.30121 0.12 0.22 0.14
Br 1.41677 -2.68228 -4.37857 0.13 0.17 -0.84
H -0.77985 -3.84225 -5.93055 0.02 0.05 0.01
H -0.25488 -3.82823 -7.62603 0.02 0.04 0.00
H 0.75470 -1.86290 -6.61943 -0.03 -0.02 0.00
H 2.06731 -3.04638 -6.76655 -0.03 -0.05 -0.04
Br 6.26226 0.94336 4.08174 -0.07 0.04 -0.04
C 4.53648 0.22480 4.61417 0.28 0.02 0.06
C 4.17234 -0.99527 3.81329 -0.23 0.02 -0.01
Br 3.58074 -0.52041 2.01573 0.05 -0.12 -0.01
H 3.81399 1.02765 4.50819 -0.04 -0.04 -0.02
H 4.64210 -0.03331 5.66558 -0.03 -0.05 -0.01
H 3.32664 -1.50950 4.26291 0.03 0.03 0.04
H 4.99793 -1.68953 3.69623 0.04 0.05 -0.01
```
Positions in Å, forces in eV/Å.


3.
Here is C26H43Br2GeN5O3Y as an isolated structure at a distorted geometry from the OMol25 dataset. Energies are from the ωB97M-V functional and the def2-TZVPD basis.

As for the charge: +1. As for the HOMO-LUMO gap: 8.05 eV. The multiplicity is 1. For the energy above the lowest of the compared OMol25 structures with the same formula, charge and spin, the calculation gives 0.093 eV.

XYZ file:
```
81
Properties=species:S:1:pos:R:3:forces:R:3
Y -0.66082 -0.00878 0.21161 0.15 0.79 1.15
C -4.48828 -0.27058 1.39349 -0.42 0.81 -1.05
C -4.10443 -1.00533 0.09050 -0.31 1.15 0.40
N -2.72155 -1.55624 0.05075 -0.80 0.56 0.01
C -2.61263 -2.79849 0.86172 0.17 0.54 0.17
C -1.82095 -2.60919 2.17983 -0.67 0.33 -0.71
N -0.47805 -2.11136 1.88567 0.35 -0.08 1.61
C 0.44238 -2.29910 3.10426 -1.72 1.11 -0.43
C 0.56578 -1.08340 4.05712 -1.93 -0.35 1.13
C 1.09134 0.16365 3.41697 0.24 0.25 -1.01
N 0.18836 0.97068 2.57007 0.86 0.28 -0.81
C -0.73170 1.85994 3.31244 -0.80 -0.70 -2.04
C -2.19105 1.43771 3.12386 0.81 -0.46 -0.25
N -2.45716 1.29525 1.68024 -0.25 -1.11 1.11
C -3.92097 1.14563 1.46705 1.10 0.64 -0.44
H -4.25397 -0.85735 2.27706 -0.04 -0.07 0.16
H -5.60383 -0.14253 1.32874 0.95 -0.21 0.32
H -4.19965 -0.26946 -0.75306 -0.01 -0.79 0.67
H -4.87994 -1.77497 -0.00001 0.40 -0.27 -0.50
H -2.62528 -1.77804 -0.93050 0.44 -0.50 -0.17
H -2.08143 -3.53048 0.24624 -0.16 -0.10 0.18
H -3.64360 -3.12990 1.06233 0.48 -0.30 0.10
H -1.82835 -3.59917 2.66279 0.12 0.33 0.22
H -2.24591 -1.84130 2.82361 -0.59 -0.30 0.21
H -0.13773 -2.77965 1.23170 0.66 -0.37 -0.85
H 1.38572 -2.41130 2.67353 1.77 -0.25 -0.66
H 0.18911 -3.26179 3.55806 -0.08 0.33 0.43
H 1.25500 -1.32872 4.85074 0.56 -0.45 0.07
H -0.35173 -0.87187 4.70581 0.65 -0.28 -1.21
H 1.90034 -0.10402 2.75100 0.27 -0.47 -0.40
H 1.61653 0.81886 4.08688 -0.10 0.31 1.04
H 0.88372 1.56221 2.06720 -1.14 -0.31 0.20
H -0.62062 2.89077 3.02742 0.19 0.44 -0.53
H -0.47487 1.82622 4.30153 0.50 -0.10 2.84
H -2.87611 2.20132 3.53008 0.24 -0.40 0.24
H -2.33844 0.45248 3.58751 -0.23 0.32 0.17
H -2.16919 2.18654 1.32395 0.02 0.44 -0.74
H -3.96370 1.68733 0.52480 -1.20 -0.28 -0.33
H -4.40749 1.74532 2.23130 -0.47 -0.02 0.04
O -0.07159 1.19500 -6.44115 -1.63 0.72 1.31
C -0.32237 0.95969 -5.12285 -0.26 0.63 -1.33
C 0.50301 0.13467 -4.42803 0.88 -0.82 1.23
C 0.26965 -0.04695 -3.08409 1.53 -1.12 1.54
N -0.72584 0.50216 -2.32481 0.14 -0.92 -1.73
C -1.55830 1.19673 -3.08764 -0.53 1.20 -1.13
Br -3.15590 1.93194 -2.34997 0.26 -0.22 0.30
C -1.39331 1.51720 -4.44974 -0.80 0.33 -0.20
H 0.73278 0.74640 -6.63348 1.09 -0.52 -0.65
H 1.36714 -0.31312 -4.92111 -0.20 -0.08 0.37
H 1.00024 -0.69070 -2.50908 -1.08 1.10 -1.09
H -2.09284 2.15762 -5.03291 0.48 -0.59 0.89
Br 4.44850 -0.74869 -0.49812 0.14 1.00 0.55
C 3.67001 -2.17190 -1.38390 2.55 -0.70 -0.86
C 4.63247 -2.92792 -2.10420 -0.30 0.61 0.11
C 4.30730 -4.07257 -2.78202 0.60 -0.85 0.18
C 3.01414 -4.53138 -2.60887 -0.33 -0.14 0.30
C 2.09796 -3.80684 -1.89960 -0.92 -0.11 -0.47
C 2.38267 -2.58885 -1.32693 -1.20 0.82 0.83
C 1.26307 -1.77899 -0.72235 0.11 -0.17 -0.22
O 1.50342 -0.64496 -0.19115 -0.18 -0.49 0.08
O 0.07373 -2.19019 -0.85726 0.16 0.28 0.15
H 5.65136 -2.59867 -2.09795 0.31 0.27 -0.01
H 5.08825 -4.68183 -3.29498 -0.81 0.70 0.37
H 2.66944 -5.48331 -2.90162 0.03 -0.98 -0.83
H 1.07412 -4.13156 -1.84040 -0.17 -0.27 0.07
C 1.95433 5.12286 -0.22888 0.19 -0.36 1.73
Ge 1.60078 3.14949 -0.47437 -0.69 0.12 0.87
C 2.74326 2.22517 0.90438 1.07 0.29 -0.59
C 2.13792 2.77214 -2.29756 1.65 -0.39 -0.85
C -0.20952 2.45282 -0.06302 0.47 -0.56 -1.02
H 3.05334 5.20161 -0.07348 -0.57 -0.09 0.47
H 1.38435 5.57939 0.67205 1.05 -0.66 -1.59
H 1.84943 5.71491 -1.11946 -0.76 0.18 -0.45
H 3.81955 2.32491 0.59316 -0.84 0.11 0.56
H 2.61441 1.14501 1.10943 -0.25 0.59 -0.42
H 2.56744 2.80158 1.82670 0.35 -0.13 -0.10
H 3.18983 3.16027 -2.49448 -1.15 -0.53 0.36
H 1.54327 3.16379 -3.12260 -0.37 0.30 0.31
H 2.15652 1.68510 -2.45794 0.23 0.18 0.11
H -0.75850 2.56074 -1.00028 -0.06 0.23 -0.28
H -0.70434 3.18635 0.54625 -0.18 0.56 0.80
```
Positions in Å, forces in eV/Å.